C39H103AgN6O13 as an isolated structure at a distorted geometry, computed with wB97M-V/def2-TZVPD.

Properties
HOMO: -0.552 Ha
Total charge: +6

Each line ends with the Löwdin charge.
Atoms and positions in Å:
H1 -12.63 2.12 -2.33  0.143
C1 8.75 -7.06 -2.52  -0.194
H2 -6.59 -3.63 3.53  0.088
H3 7.82 -4.67 -1.77  0.166
H4 -1.43 -8.87 4.57  0.124
H5 8.24 12.22 4.27  0.099
N1 -5.01 2.18 -9.62  0.105
H6 -15.45 -0.28 -1.52  0.105
O1 9.02 -7.16 -3.93  -0.181
H7 10.59 -8.49 -3.84  0.096
C2 6.22 -2.71 -3.02  -0.195
H8 -2.57 -0.19 -13.21  0.094
H9 6.84 -6.73 -1.42  0.133
O2 1.08 1.20 8.00  -0.191
N2 -11.41 1.83 -0.62  0.082
O3 -5.57 -5.42 4.01  -0.211
C3 9.29 8.84 -0.41  -0.012
H10 -3.41 -0.14 -7.56  0.138
H11 1.39 -0.40 1.23  0.056
H12 5.20 -2.33 -3.02  0.133
H13 -2.93 2.96 -11.83  0.134
C4 -2.50 -11.14 3.86  -0.064
H14 -0.68 -1.36 -0.65  0.063
H15 6.18 6.54 0.26  0.093
H16 0.50 3.05 7.08  0.094
H17 5.60 -4.70 -3.46  0.133
H18 -0.11 -0.46 7.62  0.127
H19 -5.07 -4.83 2.24  0.116
C5 -13.85 1.71 -0.63  -0.240
O4 -3.81 1.80 -7.07  -0.195
H20 -13.90 -1.11 -1.19  0.085
H21 6.34 0.50 10.75  0.091
C6 -5.86 -4.03 4.24  -0.068
O5 4.48 -0.13 10.10  -0.188
H22 -13.69 2.54 0.06  0.137
H23 -2.28 3.18 -7.69  0.082
N3 -3.11 -7.11 3.29  0.081
H24 4.84 -1.81 8.90  0.119
H25 -5.20 3.54 -11.35  0.144
H26 -4.29 2.79 -9.26  0.149
H27 -7.00 3.04 0.16  0.092
H28 -2.01 -11.40 4.79  0.094
C7 6.66 -1.51 -5.09  -0.058
H29 8.09 12.14 -0.03  0.142
H30 -7.82 3.52 1.55  0.109
H31 -1.51 -0.50 -11.96  0.091
H32 2.11 -0.62 9.76  0.138
H33 7.89 -4.82 -3.39  0.168
N4 8.44 10.13 0.07  0.091
H34 -4.36 0.08 -9.90  0.123
O6 -2.98 0.96 -11.48  -0.219
H35 6.89 -2.18 -2.34  0.128
H36 -11.58 2.70 -0.15  0.166
H37 6.91 -0.67 -4.45  0.092
H38 9.48 9.19 -1.43  0.134
C8 -14.68 -0.47 -0.77  -0.077
C9 7.31 -6.56 -2.39  -0.041
H39 3.94 -0.82 6.72  0.133
C10 6.92 6.48 1.05  -0.055
H40 -1.68 -11.13 3.14  0.093
C11 9.01 11.55 0.01  -0.068
C12 5.50 -0.10 11.10  -0.059
H41 -8.03 1.43 -1.34  0.139
C13 -8.01 3.20 0.52  -0.108
H42 -0.86 2.21 7.88  0.103
H43 9.48 -6.41 -2.05  0.127
O7 -0.20 -2.29 2.31  -0.252
C14 4.74 -0.72 8.87  -0.214
C15 -2.47 -9.03 4.85  -0.238
H44 7.68 7.61 -1.03  0.127
H45 -14.71 2.10 -1.18  0.142
O8 -3.17 -9.90 4.03  -0.170
H46 -3.92 2.14 -12.92  0.141
H47 -1.81 1.85 -6.72  0.094
H48 -10.08 2.99 -1.77  0.135
H49 -4.20 -7.62 5.11  0.139
O9 6.82 -2.69 -4.28  -0.201
H50 10.60 11.33 1.44  0.133
H51 -4.34 -7.30 1.47  0.125
H52 -5.76 1.85 -11.58  0.138
N5 7.33 -5.02 -2.58  0.046
H53 -2.80 3.32 -6.12  0.097
C16 9.01 12.38 3.51  -0.085
H54 10.26 8.63 0.03  0.137
H55 -11.22 1.18 0.12  0.172
C17 6.07 -4.22 -2.60  -0.084
O10 -14.34 0.63 0.07  -0.158
C18 -5.35 -5.79 2.68  -0.202
N6 2.35 -1.16 7.82  0.040
H56 -2.01 -0.56 -0.01  0.066
H57 -6.34 -5.92 2.24  0.133
H58 7.51 5.60 0.79  0.082
H59 0.12 1.60 6.38  0.087
C19 -12.62 1.45 -1.47  -0.067
H60 0.69 0.29 2.56  0.051
O11 -8.76 2.06 0.54  -0.149
C20 9.71 11.94 1.30  -0.217
H61 6.61 -6.85 -3.17  0.141
C21 -3.17 -7.66 4.76  -0.043
H62 9.57 11.68 -0.91  0.142
C22 -2.63 2.55 -6.87  -0.113
H63 7.86 10.09 0.89  0.153
H64 -1.31 0.97 -12.85  0.095
H65 6.59 6.26 2.07  0.101
H66 -4.98 -3.42 4.04  0.087
H67 8.97 -7.96 -1.94  0.137
H68 -5.03 -8.03 2.84  0.132
O12 7.88 7.56 0.99  -0.182
H69 -1.84 -2.30 0.20  0.060
H70 7.77 10.04 -0.68  0.154
C23 3.70 -0.45 7.72  -0.034
H71 5.41 -4.42 -1.75  0.135
H72 -6.28 -3.90 5.23  0.102
C24 10.38 -7.52 -4.29  -0.065
H73 -2.75 -6.17 3.32  0.157
H74 9.96 12.42 4.05  0.100
H75 5.93 -1.09 11.21  0.094
H76 -2.42 -7.60 2.74  0.158
C25 -4.78 0.74 -9.14  -0.071
H77 -3.26 -11.89 3.63  0.108
H78 1.09 -1.91 9.21  0.145
C26 -2.06 0.33 -12.39  -0.068
H79 -9.10 0.38 -0.66  0.134
H80 2.52 -2.16 7.79  0.167
H81 -0.38 0.25 9.20  0.144
H82 -8.41 3.95 -0.16  0.097
C27 -1.30 -1.35 0.24  -0.098
C28 -4.51 -7.12 2.54  -0.011
C29 -4.97 2.49 -11.18  -0.031
H83 -2.42 -9.28 5.91  0.142
C30 8.45 7.60 -0.25  -0.271
H84 3.56 0.63 7.71  0.132
C31 -3.64 0.77 -8.11  -0.168
H85 10.58 -7.64 -5.36  0.097
H86 5.78 -0.46 8.67  0.134
C32 1.44 -0.91 8.95  -0.082
C33 -3.67 2.17 -11.86  -0.185
H87 -2.77 0.90 -8.74  0.117
H88 10.17 12.92 1.16  0.145
H89 5.34 0.33 12.09  0.106
C34 0.09 2.08 7.36  -0.033
H90 -10.19 1.32 -2.36  0.134
O13 8.76 11.70 2.30  -0.174
C35 0.39 0.05 8.45  -0.216
H91 -5.86 2.44 -9.14  0.170
H92 0.15 0.87 0.92  0.068
H93 1.84 -0.98 6.96  0.160
Ag1 3.25 -5.81 3.52  0.538
C36 -10.11 1.94 -1.47  -0.074
H94 7.49 -1.54 -5.80  0.099
H95 -2.62 -6.80 5.14  0.128
H96 5.74 -1.38 -5.67  0.096
H97 -5.73 0.35 -8.77  0.136
H98 8.96 13.45 3.28  0.092
C37 -0.65 -1.14 1.61  -0.587
H99 -12.39 0.44 -1.81  0.133
H100 -15.18 -0.99 0.05  0.108
H101 11.19 -6.83 -4.08  0.092
C38 0.43 0.02 1.54  -0.074
C39 -8.91 1.45 -0.69  -0.241
H102 -1.42 -0.65 2.20  0.111
H103 9.02 6.67 -0.31  0.140

A 12-piece molecular cluster, C39H103NO13 overall at a distorted geometry, computed with wB97M-V/def2-TZVPD.

Properties
HOMO: -0.318 Ha
Energy above the lowest of the compared OMol25 structures with the same formula, charge and spin: 0.6322 eV
Total charge: 0
Structure (SMILES): COCCNCCOC.CC(C)O.CC(C)O.CC(C)O.CC(C)O.CC(C)O.CC(C)O.CC(C)O.CC(C)O.CC(C)O.CC(C)O.CC(C)O

Each line ends with the Löwdin charge.
Atoms and positions in Å:
H1 -9.35 28.78 -18.29  0.038
H2 -6.54 27.93 -14.42  0.089
C1 -6.24 25.68 -12.65  -0.046
H3 -14.06 23.33 -5.79  0.091
H4 -12.66 23.07 -18.46  0.082
H5 -7.64 31.76 -19.31  0.080
C2 -14.98 23.77 -13.77  -0.051
C3 -10.81 21.93 -7.00  -0.047
H6 -14.30 24.63 -13.79  0.068
H7 -12.15 23.23 -8.91  0.080
C4 -14.28 27.58 -10.43  -0.446
H8 -12.62 21.58 -9.08  0.085
H9 -11.66 22.28 -10.36  0.070
H10 -15.98 28.66 -11.10  0.076
H11 -13.24 21.83 -13.70  0.042
C5 -14.49 22.28 -20.32  -0.057
H12 -12.20 27.89 -9.83  0.066
H13 -11.52 27.52 -16.40  0.071
H14 -8.08 27.40 -13.76  0.061
C6 -7.27 27.12 -14.43  -0.074
H15 -9.64 31.81 -10.36  0.079
H16 -10.26 21.56 -16.36  0.089
C7 -13.16 27.62 -9.38  -0.048
H17 -13.49 21.93 -20.63  0.086
H18 -7.75 22.05 -8.77  0.038
H19 -11.49 29.48 -18.84  0.072
C8 -10.72 25.82 -14.70  -0.254
H20 -10.19 28.46 -15.56  0.077
H21 -12.63 24.81 -3.54  0.135
H22 -7.52 29.27 -16.42  0.076
H23 -15.61 22.48 -18.62  0.137
C9 -14.55 22.25 -18.80  -0.503
H24 -11.36 20.16 -14.35  0.136
C10 -8.07 31.15 -17.25  -0.480
H25 -11.86 21.38 -17.04  0.058
H26 -7.56 31.10 -11.40  0.130
C11 -11.32 21.46 -16.09  -0.059
H27 -14.77 23.26 -14.72  0.069
H28 -16.10 28.04 -9.40  0.086
H29 -11.49 25.26 -10.87  0.119
C12 -11.78 22.27 -9.28  -0.054
H30 -4.25 23.63 -9.27  0.073
C13 -13.69 23.33 -18.18  -0.057
H31 -11.06 22.95 -6.73  0.053
H32 -13.86 27.74 -11.43  0.128
H33 -10.35 20.77 -8.69  0.143
H34 -5.19 24.77 -14.95  0.084
C14 -9.45 25.68 -10.07  -0.240
H35 -10.30 26.68 -12.46  0.100
O1 -9.55 27.84 -18.39  -0.078
H36 -16.52 21.73 -12.33  0.080
C15 -7.71 29.18 -10.52  -0.039
C16 -13.16 24.82 -4.50  -0.490
H37 -9.93 31.32 -17.82  0.099
H38 -7.34 30.02 -18.97  0.081
H39 -12.53 22.82 -5.02  0.059
H40 -11.59 22.39 -15.60  0.068
H41 -11.89 24.97 -13.23  0.111
C17 -9.75 28.26 -20.71  -0.067
H42 -12.84 25.54 -6.49  0.080
H43 -10.66 26.61 -19.62  0.136
H44 -9.55 29.33 -20.54  0.075
H45 -4.53 22.04 -11.10  0.071
H46 -8.46 25.20 -10.18  0.115
C18 -10.42 25.10 -11.09  -0.196
H47 -9.05 27.06 -7.66  0.094
H48 -10.33 28.21 -21.64  0.078
H49 -11.91 28.80 -15.27  0.092
C19 -14.61 22.80 -12.67  -0.468
O2 -14.42 25.52 -4.33  -0.054
H50 -4.78 22.69 -7.83  0.079
H51 -12.25 18.30 -16.31  0.080
H52 -14.21 26.37 -3.94  0.082
H53 -6.24 31.23 -18.43  0.084
H54 -12.35 27.96 -18.50  0.066
O3 -9.40 30.63 -17.40  -0.072
H55 -13.96 24.35 -18.42  0.082
C20 -11.68 28.47 -19.19  -0.064
H56 -14.55 23.22 -11.67  0.128
C21 -7.31 31.03 -18.55  -0.057
H57 -15.24 21.65 -20.79  0.080
H58 -13.23 28.41 -8.61  0.074
H59 -10.38 23.98 -13.55  0.124
H60 -14.05 22.93 -4.10  0.083
H61 -5.43 24.96 -12.51  0.073
O4 -9.06 31.13 -10.00  -0.060
H62 -9.68 26.02 -15.03  0.105
H63 -13.02 26.67 -8.87  0.061
H64 -6.76 29.53 -10.11  0.079
H65 -13.74 23.24 -17.09  0.065
O5 -14.31 20.98 -18.19  -0.048
O6 -9.43 22.64 -8.88  -0.069
H66 -7.97 30.45 -15.23  0.072
C22 -11.35 18.89 -16.13  -0.042
H67 -7.50 28.43 -11.27  0.058
H68 -12.28 26.63 -5.35  0.081
C23 -8.40 30.44 -11.09  -0.465
H69 -7.25 24.96 -14.35  0.134
H70 -11.35 25.10 -5.71  0.055
H71 -8.10 25.47 -7.91  0.091
H72 -7.16 25.43 -12.12  0.056
C24 -10.80 24.98 -13.47  -0.182
C25 -9.06 25.96 -7.75  -0.058
C26 -11.18 28.01 -15.48  -0.073
H73 -8.80 27.79 -20.97  0.079
C27 -7.43 30.33 -16.17  -0.054
C28 -5.23 21.44 -10.52  -0.054
H74 -11.64 21.25 -6.79  0.081
H75 -5.66 24.11 -8.37  0.061
N1 -10.12 25.69 -12.38  -0.056
H76 -11.11 25.32 -15.60  0.125
C29 -12.32 25.55 -5.52  -0.061
O7 -6.88 21.60 -8.80  -0.085
H77 -12.29 28.54 -20.10  0.082
H78 -5.94 20.95 -11.18  0.077
H79 -10.22 29.62 -11.90  0.082
H80 -8.15 32.20 -16.97  0.139
H81 -9.44 25.68 -6.76  0.072
H82 -10.19 24.04 -11.14  0.112
H83 -9.66 31.07 -12.76  0.079
C30 -11.70 20.17 -15.39  -0.430
H84 -14.60 23.29 -20.68  0.079
C31 -13.45 23.39 -4.89  -0.059
H85 -9.27 26.74 -10.32  0.105
C32 -15.52 21.58 -12.72  -0.058
H86 -7.76 27.02 -15.40  0.072
H87 -9.62 23.58 -8.91  0.059
H88 -6.69 23.09 -10.13  0.122
O8 -14.84 26.22 -10.46  -0.082
H89 -4.70 20.73 -9.89  0.083
C33 -6.01 22.39 -9.63  -0.492
H90 -8.35 28.77 -9.74  0.064
H91 -14.15 25.62 -10.76  0.057
H92 -10.54 18.38 -15.60  0.077
H93 -15.53 21.22 -13.76  0.077
C34 -9.33 30.16 -12.26  -0.054
C35 -10.53 21.83 -8.52  -0.441
H94 -10.91 19.09 -17.11  0.076
H95 -9.92 21.57 -6.48  0.084
C36 -5.11 23.23 -8.72  -0.061
C37 -15.46 28.48 -10.16  -0.056
H96 -13.53 20.51 -16.09  0.055
O9 -13.24 22.39 -12.90  -0.092
C38 -6.59 25.82 -14.14  -0.490
O10 -11.33 27.05 -14.44  -0.196
H97 -15.08 20.70 -12.23  0.083
H98 -13.81 20.42 -18.78  0.096
H99 -8.82 29.54 -13.00  0.052
H100 -15.12 29.44 -9.75  0.075
H101 -6.36 30.48 -16.06  0.090
O11 -9.96 25.53 -8.78  -0.218
O12 -13.16 20.30 -15.21  -0.100
H102 -5.88 26.62 -12.22  0.074
O13 -5.44 25.70 -14.98  -0.047
C39 -10.43 27.66 -19.48  -0.469
H103 -16.03 24.05 -13.74  0.085

> Which of these has the lowest total charge?

C39H103NO13

> What is the HOMO in the second record?

-0.318 Ha

> Number 2 is which compound?

C39H103NO13